No. 1
Formula: C2H10N3OP
Source: OMol25
Level of theory: ωB97M-V/def2-TZVPD

The HOMO-LUMO gap comes out at 8.392 eV. For the energy relative to the best compared isomer or geometry (same formula, charge and spin), the calculation gives 481.33 kJ/mol.

Geometry as XYZ:
```
17
Properties=species:S:1:pos:R:3:forces:R:3:mulliken_charge:R:1
C 2.899089 0.947429 -1.054645 3.1 1.5 1.1 -0.90
C 1.419310 -0.805486 -0.417060 -1.1 -0.8 1.7 -0.43
N -4.130267 -0.674947 0.504367 0.0 1.7 1.5 -0.53
N 1.776185 1.078116 0.866282 -1.8 0.2 2.7 -0.94
N 1.941362 0.368796 -0.181581 -1.3 -1.3 -0.3 0.60
O -1.709165 0.230086 0.950349 0.5 3.2 -2.4 -0.50
P -2.507087 -0.988394 0.195353 0.9 -1.8 0.6 0.16
H 3.858099 0.518360 -0.719612 -0.1 0.2 -0.1 0.33
H 2.895892 0.778900 -2.087511 -1.0 -0.6 -1.4 0.34
H 2.995612 2.031089 -0.834693 -0.4 -0.8 -0.2 0.31
H 0.865381 -1.278891 0.425861 0.4 0.6 -0.8 0.24
H 1.501490 -1.364450 -1.303277 0.5 0.0 -1.1 0.23
H -2.302869 -1.865810 1.354097 0.1 0.4 -0.8 0.01
H -4.280843 0.297054 0.819090 -0.1 -0.9 0.1 0.25
H -4.713906 -0.861473 -0.255341 -1.0 -0.2 -1.4 0.27
H 1.026699 0.587555 1.491935 1.7 0.9 -1.4 0.22
H -1.534979 1.002062 0.246381 -0.4 -2.5 2.4 0.35
```
Positions in Å, forces in eV/Å.

No. 2
Formula: C2H10N3PtS
Source: OMol25
Level of theory: ωB97M-V/def2-TZVPD

As for the spin multiplicity: 5. As for the total charge: +1. As for the expectation value of S²: 6.029. The HOMO-LUMO gap (alpha / beta) comes out at 5.478 / 6.829 eV. For the energy relative to the best compared isomer or geometry (same formula, charge and spin), the calculation gives 146.60 kJ/mol.

Geometry as XYZ:
```
17
Properties=species:S:1:pos:R:3:forces:R:3:mulliken_charge:R:1
C 1.498265 1.446824 0.230988 0.7 2.1 -0.4 -1.24
Pt 0.211265 -0.142976 0.100288 -1.9 0.7 -0.8 0.91
N -1.324235 -1.819376 0.084288 -1.2 -1.0 0.0 -0.76
N 0.180965 0.117824 -2.149012 -0.1 0.2 -1.2 -0.81
H -2.271435 -1.502476 0.335788 0.4 -0.2 -0.2 0.32
H 1.431465 -1.010676 0.397688 2.3 -2.2 0.9 -0.17
H 2.058165 1.465624 1.177188 -0.2 -0.1 -0.3 0.36
H 0.845065 2.341824 0.175088 0.7 -0.1 0.0 0.38
H 2.212165 1.451724 -0.612212 -0.2 0.1 0.4 0.31
H -0.729635 0.343924 -2.574312 0.4 -0.1 0.3 0.33
H 0.522765 -0.717076 -2.644612 -0.1 0.3 0.3 0.35
H 0.815565 0.881624 -2.422512 -0.3 -0.3 0.3 0.33
H -1.423235 -2.345476 -0.793912 0.0 0.2 0.4 0.31
H -1.069435 -2.512976 0.800188 0.0 0.3 -0.4 0.33
S -0.948035 0.433524 3.969288 0.3 -1.8 10.5 -0.38
C -0.987835 0.676224 2.581788 -0.2 2.0 -11.3 1.00
N -1.021835 0.891924 1.343988 -0.7 0.0 1.4 -0.58
```
Positions in Å, forces in eV/Å.

No. 3
Formula: C2H10N4
Source: OMol25
Level of theory: ωB97M-V/def2-TZVPD

The HOMO-LUMO gap comes out at 8.755 eV. For the energy relative to the best compared isomer or geometry (same formula, charge and spin), the calculation gives 170.49 kJ/mol. As for the structure (SMILES): CC(N)(N)NN.

Geometry as XYZ:
```
16
Properties=species:S:1:pos:R:3:forces:R:3:mulliken_charge:R:1
C -0.284656 0.090423 -0.239520 -1.9 1.3 0.5 0.85
C 0.037409 -1.283882 -0.798563 0.0 -0.6 0.0 -1.55
N 0.116306 0.241299 1.134459 0.6 -1.1 1.8 -0.14
N 0.275531 1.125634 -1.020316 0.8 1.4 -0.9 -0.49
N -1.753713 0.310144 -0.202712 -0.1 -0.7 -0.2 -0.55
N 1.535244 0.252121 1.475480 0.1 0.3 -0.5 -0.64
H -0.455757 0.772839 1.792664 0.3 -0.2 -1.0 0.25
H 0.252466 1.120530 -2.034817 0.0 -0.2 0.6 0.16
H 0.901331 1.793359 -0.584683 -0.2 -0.5 -0.1 0.19
H -2.145529 1.243056 -0.298105 0.6 -0.6 -0.1 0.19
H -2.404330 -0.464927 -0.116543 0.5 0.4 0.0 0.16
H 1.634355 0.369132 2.489539 -0.3 -0.2 -0.6 0.24
H 1.934702 -0.660359 1.233884 -0.4 0.2 0.3 0.20
H -0.416641 -1.413882 -1.786484 0.1 0.1 0.1 0.40
H -0.345224 -2.071492 -0.143099 0.0 0.1 0.0 0.35
H 1.118506 -1.423994 -0.901183 -0.1 0.1 0.1 0.38
```
Positions in Å, forces in eV/Å.

No. 4
Formula: C2H10N4
Source: OMol25
Level of theory: ωB97M-V/def2-TZVPD

As for the total charge: +2. The HOMO-LUMO gap comes out at 11.568 eV. For the energy relative to the best compared isomer or geometry (same formula, charge and spin), the calculation gives 14.86 kJ/mol. As for the structure (SMILES): NC(=[NH2+])[C@H](N)[NH3+].

Geometry as XYZ:
```
16
Properties=species:S:1:pos:R:3:forces:R:3:mulliken_charge:R:1
C -1.056378 -0.188795 0.052150 3.8 2.0 -3.0 0.37
C 0.624900 0.010710 -0.539186 -2.2 -1.6 2.1 -0.01
N -1.816346 0.862018 -0.164847 0.3 -0.2 0.6 -0.32
N 1.312338 -1.188948 -0.180059 -0.5 1.4 -2.7 -0.57
N -1.312931 -1.413159 0.287086 -1.2 -1.1 2.0 -0.24
N 1.178662 1.248049 0.305342 -0.6 0.0 -2.8 -0.34
H 0.462932 0.091979 -1.651382 0.7 0.7 1.2 0.45
H -1.380973 1.724144 -0.501013 -0.7 -0.4 0.1 0.21
H -2.822110 0.853399 -0.052815 -0.2 0.1 0.0 0.26
H 1.750769 -1.559073 -1.050758 0.2 -0.1 1.7 0.28
H 1.777810 -1.221038 0.712832 0.4 -0.4 -0.2 0.21
H -0.570164 -2.116924 0.334271 0.2 0.5 -0.2 0.33
H -2.121307 -1.645938 0.863509 -0.3 -0.2 -0.6 0.31
H 0.419030 1.878964 0.548902 0.1 0.3 0.3 0.35
H 1.584159 0.863090 1.107252 0.4 -0.8 2.1 0.36
H 1.969603 1.801517 -0.071279 -0.5 -0.2 -0.7 0.36
```
Positions in Å, forces in eV/Å.

No. 5
Formula: C2H10N4
Source: OMol25
Level of theory: ωB97M-V/def2-TZVPD

As for the total charge: +2. The HOMO-LUMO gap comes out at 10.567 eV. For the energy relative to the best compared isomer or geometry (same formula, charge and spin), the calculation gives 140.08 kJ/mol.

Geometry as XYZ:
```
16
Properties=species:S:1:pos:R:3:forces:R:3:mulliken_charge:R:1
C 0.695361 0.855033 0.443609 -2.8 0.7 -0.9 0.45
C -0.683113 -0.745496 0.446418 3.2 3.1 -2.6 -0.25
N 0.260958 2.132490 0.569622 1.8 -2.2 -0.4 -0.35
N 0.131965 -1.772990 0.312173 -1.9 -0.6 3.1 -0.35
N 1.893554 0.644852 -0.079412 -1.7 0.0 1.3 -0.30
N -1.414925 -0.437249 -0.833926 -1.2 -3.1 0.0 -0.37
H -1.271643 -0.479297 1.262865 -0.7 -0.3 1.7 0.48
H -0.407520 2.498994 1.186469 -1.5 -0.3 1.0 0.26
H 0.929380 2.835534 0.379180 0.9 1.1 -0.5 0.22
H 0.305370 -2.325808 1.133786 0.5 -0.5 -0.1 0.24
H 0.546140 -1.920612 -0.535381 1.4 -1.1 -2.3 0.22
H 2.170721 -0.297628 -0.325395 0.5 0.2 0.2 0.22
H 2.554480 1.371724 0.166700 0.8 -0.3 -0.6 0.29
H -1.909948 0.432484 -0.718417 0.3 1.2 -0.8 0.38
H -0.750361 -0.578793 -1.681868 -1.9 0.8 1.3 0.41
H -2.289478 -1.151081 -0.865858 2.4 1.4 -0.4 0.43
```
Positions in Å, forces in eV/Å.

No. 6
Formula: C2H10N4S
Source: OMol25
Level of theory: ωB97M-V/def2-TZVPD

As for the total charge: +2. The HOMO-LUMO gap (alpha / beta) comes out at 6.779 / 6.808 eV. For the energy relative to the best compared isomer or geometry (same formula, charge and spin), the calculation gives 299.26 kJ/mol.

Geometry as XYZ:
```
17
Properties=species:S:1:pos:R:3:forces:R:3:mulliken_charge:R:1
C -18.026868 0.383705 -0.727126 -0.4 1.5 -1.3 -0.11
C 16.056250 -1.846334 0.636090 0.2 1.0 -1.9 -0.23
N -17.254051 0.175740 0.262998 1.2 -0.6 0.3 0.20
N 14.424388 0.805073 0.082356 -0.6 -1.6 0.2 0.15
N -15.974279 -0.302605 0.146319 0.2 -0.4 -0.1 -0.47
N 15.172382 0.271393 -0.732146 0.9 -1.0 2.0 -0.40
S 13.758413 2.286025 -0.042481 0.2 1.1 -0.6 0.05
H -17.757860 0.299489 -1.775971 1.0 -0.7 0.3 0.25
H -18.926607 0.989663 -0.763340 -0.4 -0.6 1.5 0.28
H 15.130101 -1.938702 1.263468 1.2 0.4 -0.6 0.32
H 16.196005 -2.498036 -0.262943 -0.5 0.4 1.0 0.30
H 16.971419 -1.226005 0.818787 -1.2 -0.5 0.5 0.32
H -17.554220 0.235819 1.258910 0.0 0.3 -1.0 0.31
H -15.353079 -0.333048 0.951692 -0.8 0.2 0.0 0.27
H -15.489042 -0.271778 -0.750895 -0.8 0.2 0.2 0.27
H 15.630158 0.899834 -1.380178 0.2 0.1 -1.0 0.27
H 12.996893 2.069773 1.014461 -0.3 0.1 0.5 0.22
```
Positions in Å, forces in eV/Å.